{
  "formula": "C15H19F4N7RuS",
  "method": "wB97M-V/def2-TZVPD",
  "symbols": ["Ru", "C", "N", "C", "C", "C", "N", "C", "C", "F", "C", "F", "C", "C", "F", "C", "F", "H", "H", "H", "H", "H", "H", "H", "H", "H", "H", "H", "N", "C", "N", "C", "N", "C", "N", "C", "S", "N", "C", "H", "H", "H", "H", "H", "H", "H", "H"],
  "coordinates": [[0.263, -0.281, 0.082], [2.307, 1.971, 0.282], [2.254, 0.578, 0.753], [3.311, -0.221, 0.117], [2.317, 0.476, 2.219], [0.972, 0.770, 2.844], [-0.007, -0.086, 2.211], [-1.233, -0.311, 2.756], [-2.076, -1.230, 2.104], [-1.598, -1.749, 0.954], [-3.323, -1.580, 2.559], [-4.048, -2.460, 1.873], [-3.824, -1.009, 3.715], [-3.041, -0.075, 4.369], [-3.506, 0.517, 5.463], [-1.785, 0.278, 3.912], [-1.106, 1.223, 4.573], [3.305, 2.397, 0.424], [1.588, 2.582, 0.825], [2.058, 2.007, -0.777], [4.301, 0.104, 0.454], [3.250, -0.107, -0.964], [3.188, -1.273, 0.369], [3.074, 1.155, 2.624], [2.593, -0.548, 2.469], [0.699, 1.823, 2.719], [1.041, 0.581, 3.917], [-4.805, -1.268, 4.084], [-1.087, 1.121, -0.573], [-2.031, 1.497, 0.066], [-2.986, 1.776, 0.770], [-3.891, 2.649, 1.113], [-4.725, 3.365, 1.467], [-0.428, 0.224, -4.577], [-0.067, -0.373, -3.293], [0.659, -1.456, -3.061], [0.722, -2.125, -1.451], [1.341, -2.125, -3.980], [1.602, -1.811, -5.384], [-1.166, 0.997, -4.386], [-0.874, -0.513, -5.241], [0.431, 0.681, -5.063], [-0.525, 0.016, -2.480], [1.801, -2.945, -3.619], [0.703, -1.873, -5.993], [2.308, -2.546, -5.757], [2.045, -0.823, -5.488]],
  "forces_ev_per_angstrom": [[0.574, 0.521, 3.691], [0.094, 0.308, -0.019], [-1.528, -0.351, -1.397], [0.318, -0.037, -0.046], [-0.249, -0.078, 0.415], [0.141, 0.266, 0.080], [0.637, -0.362, -2.704], [-0.987, 0.009, 0.433], [0.375, 0.293, 0.079], [-0.260, -0.302, -0.382], [-0.096, 0.034, 0.094], [0.037, -0.012, -0.031], [0.078, 0.033, -0.033], [-0.081, -0.122, -0.051], [0.038, 0.035, 0.041], [0.215, 0.038, -0.241], [-0.002, -0.013, 0.058], [0.007, -0.092, 0.076], [-0.044, -0.064, -0.017], [0.017, -0.023, 0.016], [-0.058, 0.082, 0.043], [-0.015, -0.003, 0.019], [-0.045, 0.021, -0.001], [0.099, -0.030, -0.150], [0.052, 0.006, -0.034], [0.024, 0.003, 0.116], [-0.039, -0.008, -0.011], [-0.007, 0.013, 0.000], [0.869, -0.712, -0.206], [-0.012, 0.228, 0.258], [0.071, -0.588, -0.119], [-0.201, 0.432, 0.104], [0.129, -0.084, -0.051], [0.055, -0.006, -0.154], [0.123, -0.017, -0.139], [0.001, 0.003, 0.188], [-0.174, 0.497, 0.049], [-0.006, -0.048, -0.113], [-0.102, 0.087, -0.131], [0.005, 0.004, 0.060], [-0.040, 0.036, 0.047], [-0.063, 0.040, 0.017], [-0.089, 0.058, 0.055], [0.036, -0.007, 0.025], [0.036, -0.035, 0.027], [0.029, -0.002, 0.037], [0.039, -0.052, 0.002]],
  "homo_energy_ev": [-11.06, -11.34],
  "charge": 1,
  "relative_energy_ev": 1.642,
  "spin_multiplicity": 2,
  "gap_ha": [0.208, 0.250],
  "s2": 0.92,
  "lumo_ev": [-5.40, -4.52]
}



{
  "formula": "C15H19I2MoN3O7P2",
  "method": "wB97M-V/def2-TZVPD",
  "symbols": ["Mo", "I", "C", "C", "C", "I", "C", "O", "C", "C", "N", "C", "C", "C", "C", "C", "C", "N", "C", "H", "H", "H", "H", "H", "H", "H", "H", "H", "H", "H", "N", "C", "C", "P", "O", "O", "O", "P", "O", "O", "O", "H", "H", "H", "H", "H", "H", "H", "H"],
  "coordinates": [[-0.505, 0.569, -0.797], [5.763, 3.575, 2.070], [4.097, 2.998, 0.978], [3.305, 3.964, 0.365], [2.181, 3.588, -0.359], [0.941, 5.010, -1.229], [1.887, 2.241, -0.461], [0.756, 1.803, -1.119], [2.661, 1.255, 0.149], [2.295, -0.187, -0.045], [0.871, -0.498, 0.359], [0.634, -0.347, 1.821], [-0.036, 0.962, 2.124], [-0.021, 1.530, 3.383], [-0.704, 2.717, 3.590], [-1.380, 3.311, 2.531], [-1.352, 2.691, 1.304], [-0.699, 1.532, 1.103], [3.775, 1.648, 0.873], [3.557, 5.012, 0.456], [2.373, -0.480, -1.093], [2.953, -0.834, 0.534], [0.741, -1.478, 0.069], [-0.012, -1.168, 2.137], [1.576, -0.427, 2.364], [0.520, 1.050, 4.188], [-0.706, 3.180, 4.568], [-1.915, 4.241, 2.651], [-1.850, 3.120, 0.443], [4.401, 0.901, 1.346], [-3.155, -2.345, -2.821], [-2.025, -2.731, -1.884], [-1.986, -4.256, -1.794], [-0.434, -2.044, -2.482], [-0.408, -2.545, -3.979], [0.652, -2.496, -1.593], [-0.690, -0.514, -2.529], [-2.553, -2.012, -0.251], [-1.644, -2.714, 0.842], [-4.000, -2.228, -0.189], [-2.020, -0.549, -0.234], [-3.117, -2.896, -3.683], [-3.120, -1.355, -3.078], [-4.044, -2.512, -2.322], [-1.823, -4.695, -2.780], [-2.918, -4.650, -1.383], [-1.159, -4.561, -1.156], [0.420, -2.934, -4.298], [-2.082, -3.441, 1.311]],
  "forces_ev_per_angstrom": [[-0.566, -0.168, -0.549], [0.017, 0.007, 0.007], [-0.022, 0.097, -0.020], [0.050, -0.063, 0.033], [-0.057, 0.062, -0.023], [0.025, -0.039, 0.016], [-0.069, -0.093, 0.014], [0.524, 0.287, -0.037], [0.006, 0.096, -0.014], [-0.071, 0.015, -0.014], [0.360, -0.062, 0.165], [-0.038, -0.020, 0.022], [0.008, -0.058, -0.015], [0.012, 0.029, 0.008], [0.000, -0.003, -0.001], [0.006, 0.005, 0.010], [0.011, -0.011, -0.054], [-0.098, 0.077, 0.146], [-0.051, -0.091, -0.037], [0.003, 0.002, 0.005], [0.007, -0.011, -0.007], [0.011, 0.005, 0.019], [0.010, -0.001, -0.018], [-0.016, 0.014, 0.003], [0.007, -0.034, -0.005], [0.006, -0.001, -0.004], [0.002, 0.003, -0.001], [-0.003, -0.001, 0.006], [-0.002, -0.006, 0.008], [0.008, 0.014, 0.004], [0.009, 0.006, -0.020], [0.034, -0.002, 0.040], [0.020, 0.015, -0.039], [-0.049, -0.041, 0.059], [0.018, -0.008, 0.018], [0.008, 0.012, -0.012], [0.020, 0.105, 0.133], [0.026, 0.082, -0.148], [-0.090, -0.037, 0.009], [-0.007, 0.050, 0.036], [-0.058, -0.244, 0.239], [-0.015, -0.006, 0.001], [0.007, 0.001, -0.003], [-0.005, 0.003, 0.004], [-0.004, -0.006, 0.004], [0.000, 0.002, 0.003], [0.000, -0.003, 0.005], [-0.012, 0.015, -0.001], [0.018, 0.003, 0.003]],
  "homo_energy_ev": [-13.64, -13.64],
  "charge": 2,
  "relative_energy_ev": 0.457,
  "gap_ha": [0.234, 0.233],
  "lumo_ev": [-7.27, -7.30]
}



{
  "formula": "C15H19I2N4OTi",
  "method": "wB97M-V/def2-TZVPD",
  "symbols": ["Ti", "I", "C", "C", "C", "I", "C", "O", "C", "C", "N", "C", "C", "C", "C", "C", "C", "N", "C", "H", "H", "H", "H", "H", "H", "H", "H", "H", "H", "H", "N", "C", "C", "N", "H", "H", "H", "H", "H", "H", "H", "H"],
  "coordinates": [[-0.551, -0.513, -0.778], [5.431, 3.231, 0.303], [3.896, 2.030, -0.404], [4.100, 0.664, -0.557], [3.079, -0.148, -1.034], [3.359, -2.194, -1.210], [1.864, 0.427, -1.375], [0.839, -0.331, -1.890], [1.631, 1.791, -1.189], [0.266, 2.338, -1.500], [-0.771, 1.701, -0.604], [-0.619, 2.166, 0.799], [-0.699, 1.051, 1.805], [-0.807, 1.334, 3.158], [-0.792, 0.297, 4.071], [-0.672, -1.011, 3.612], [-0.580, -1.220, 2.258], [-0.599, -0.214, 1.357], [2.658, 2.589, -0.707], [5.057, 0.229, -0.301], [0.249, 3.420, -1.364], [-0.022, 2.117, -2.529], [-1.674, 2.030, -0.937], [0.364, 2.631, 0.904], [-1.358, 2.933, 1.033], [-0.893, 2.361, 3.484], [-0.871, 0.501, 5.131], [-0.649, -1.850, 4.293], [-0.490, -2.222, 1.865], [2.497, 3.653, -0.578], [-2.544, -1.010, -1.570], [-2.540, -2.420, -2.079], [-1.846, -3.303, -1.064], [-0.499, -2.736, -0.798], [-3.255, -0.935, -0.840], [-2.879, -0.398, -2.312], [-1.997, -2.424, -3.025], [-3.553, -2.768, -2.274], [-1.793, -4.328, -1.429], [-2.404, -3.317, -0.125], [0.124, -2.938, -1.583], [-0.056, -3.212, -0.016]],
  "forces_ev_per_angstrom": [[0.281, 0.076, 0.226], [0.022, 0.023, 0.012], [-0.080, -0.037, -0.031], [0.019, -0.039, 0.003], [0.091, 0.209, 0.064], [-0.017, -0.117, -0.026], [-0.131, 0.013, -0.049], [-0.140, -0.059, -0.050], [0.079, 0.012, 0.006], [-0.025, -0.029, 0.027], [0.003, 0.114, -0.026], [-0.001, 0.013, -0.011], [0.005, 0.006, 0.038], [0.005, 0.008, -0.031], [-0.003, -0.002, 0.015], [0.013, 0.011, -0.028], [-0.048, -0.008, 0.052], [-0.017, -0.049, -0.120], [0.007, 0.013, 0.005], [-0.002, -0.003, 0.002], [-0.005, 0.001, -0.009], [0.015, 0.001, 0.001], [0.002, -0.010, -0.002], [-0.001, -0.009, 0.003], [0.009, 0.000, 0.007], [0.002, 0.001, 0.003], [-0.001, -0.001, 0.002], [0.002, -0.001, 0.003], [0.001, -0.001, 0.004], [0.007, 0.001, 0.002], [-0.137, -0.036, -0.095], [-0.015, 0.015, -0.011], [0.001, -0.043, -0.007], [0.032, -0.101, 0.021], [0.006, 0.004, -0.004], [0.027, 0.013, 0.008], [0.003, -0.001, 0.005], [0.007, -0.009, 0.002], [-0.001, 0.004, 0.002], [0.003, 0.007, 0.000], [0.004, 0.038, 0.000], [-0.021, -0.030, -0.010]],
  "homo_energy_ev": [-13.65, -13.65],
  "charge": 2,
  "relative_energy_ev": 0.091,
  "spin_multiplicity": 2,
  "gap_ha": [0.257, 0.263],
  "s2": 0.75,
  "lumo_ev": [-6.66, -6.50]
}